A cluster of 2 separate species, C8H15BN2O6P2 in total. Source: the Open Molecules 2025 dataset; level of theory: ωB97M-V/def2-TZVPD.

Properties
F_max = 0.8 eV/A

The geometry in ORCA input format:
```
! RIJCOSX wB97M-V def2-TZVPD def2/J DEFGRID3
* xyz -2 1
C -2.180 -1.580 -1.150
C -1.332 -2.506 -0.299
O -0.056 -2.792 -0.890
B 0.663 -1.867 -1.597
O 1.297 -2.337 -2.734
C 0.874 -0.382 -1.169
C 0.528 0.120 0.167
C 0.707 1.441 0.438
C 1.228 2.327 -0.500
P 1.531 4.043 -0.337
C -0.124 4.903 -0.478
C 1.718 4.277 1.483
N 1.571 1.697 -1.755
N 1.392 0.411 -2.060
H -3.216 -1.673 -0.812
H -1.905 -0.532 -1.031
H -2.149 -1.867 -2.201
H -1.209 -2.121 0.711
H -1.839 -3.459 -0.172
H 1.209 -3.296 -2.731
H 0.168 -0.567 0.913
H 0.452 1.831 1.416
H -0.353 5.028 -1.536
H -0.915 4.309 -0.017
H -0.095 5.889 -0.007
H 0.795 4.061 2.024
H 2.512 3.632 1.851
H 1.978 5.321 1.658
H 1.996 2.254 -2.470
O -1.601 -6.214 3.810
P -1.044 -5.359 2.669
O -0.248 -6.149 1.623
O -0.155 -4.226 3.217
O -2.198 -4.618 1.967
*
```

---

A structure of composition C8H15Br2GaN2O2. Source: the Open Molecules 2025 dataset; level of theory: ωB97M-V/def2-TZVPD.

Properties
F_max = 1.8 eV/A

The geometry in ORCA input format:
```
! RIJCOSX wB97M-V def2-TZVPD def2/J DEFGRID3
* xyz -2 1
C 1.125 2.379 3.802
C 0.807 1.094 3.014
C -0.179 0.160 3.706
N 1.398 0.877 1.934
Ga 0.466 0.186 0.342
C 1.674 -1.350 -0.414
C 2.149 -2.170 0.693
N 3.285 -2.115 1.291
C 0.347 1.615 -1.135
O -0.092 2.758 -0.882
O 0.734 1.281 -2.314
H 0.840 3.237 3.197
H 2.210 2.424 3.912
H 0.676 2.414 4.798
H -0.795 -0.387 2.997
H -0.828 0.688 4.410
H 0.388 -0.563 4.299
H -0.999 -0.389 0.745
H 2.512 -0.821 -0.869
H 1.113 -1.925 -1.148
H 1.461 -2.930 1.079
H 3.848 -1.380 0.861
Br -2.410 0.196 -6.351
C -2.706 -1.084 -4.898
C -3.055 -0.411 -3.600
Br -1.424 0.390 -2.755
H -1.794 -1.669 -4.818
H -3.515 -1.718 -5.262
H -3.437 -1.159 -2.902
H -3.800 0.373 -3.732
*
```

---

An isolated molecule of C8H15BrO4S. Source: the Open Molecules 2025 dataset; level of theory: ωB97M-V/def2-TZVPD.

Properties
F_max = 5.4 eV/A
SMILES string = CCOC(=O)[C@](C)([C@H](C)Br)S(C)(=O)=O

The geometry in ORCA input format:
```
! RIJCOSX wB97M-V def2-TZVPD def2/J DEFGRID3
* xyz 0 1
C 0.050 -0.686 -0.779
C -0.039 -3.438 1.238
C 1.694 2.368 1.093
C 0.368 1.550 -1.759
C -2.816 0.772 -0.578
C 0.422 -2.900 -0.041
C 1.566 0.997 0.542
C 0.308 0.755 -0.531
O -0.708 -1.147 -1.635
O -1.370 0.206 1.557
O -1.342 2.546 0.739
O 0.670 -1.482 0.175
S -1.319 1.140 0.451
Br 3.181 0.370 -0.286
H 0.902 -3.486 1.809
H -0.760 -2.947 1.747
H -0.361 -4.552 1.021
H 1.884 3.245 0.241
H 2.483 2.558 1.854
H 0.639 2.548 1.520
H -0.541 1.772 -2.233
H 0.905 1.074 -2.621
H 0.859 2.447 -1.499
H -2.437 0.343 -1.515
H -3.623 0.175 -0.082
H -3.045 1.859 -0.739
H -0.159 -3.081 -0.884
H 1.391 -3.261 -0.197
H 1.196 0.256 1.396
*
```

---

For reference, highest occupied orbital energy by record: 0.8 0.1 -10.2 eV.
For reference, frontier orbital gap by record: 1.91 4.25 10.62 eV.